No. 1
Entry from OMol25: a molecular structure, C35H23Br18ClF5NO7S in a non-equilibrium geometry (ωB97M-V/def2-TZVPD).

Structure (XYZ):
```
91
Properties=species:S:1:pos:R:3:forces:R:3
F 4.586 -0.086 -0.245 -2.37 -1.96 2.44
Br 3.724 -5.899 5.223 -0.25 0.29 -0.11
H -7.633 -3.528 -0.362 1.10 0.71 -0.84
Br -6.788 -0.746 2.595 0.37 0.18 0.16
H 5.316 0.083 -4.943 -0.10 0.11 0.34
H -3.666 -3.507 -3.227 0.19 0.29 2.12
H 0.341 3.946 -0.762 1.18 -0.48 1.89
C -3.008 -1.015 -0.680 -0.95 2.05 -1.31
Br -3.723 0.168 2.229 -3.83 -2.77 4.63
Br -4.844 -0.584 5.151 0.02 0.05 -0.42
Br -3.826 6.934 -4.238 0.45 1.00 -1.49
F 4.060 -2.283 -0.005 -1.45 2.98 0.76
C -4.486 -4.341 -1.243 -0.57 -0.36 -0.51
C -3.798 -1.773 -1.809 -0.28 3.16 1.18
C 3.088 2.034 1.298 0.49 1.19 -1.49
H 5.029 -0.224 2.235 -1.71 -1.49 0.28
C -3.236 0.540 -0.335 -1.58 -1.34 -3.53
C 0.518 4.086 0.365 -0.29 -1.25 2.35
H 10.386 -0.816 -3.921 0.16 0.25 0.21
C -4.969 -0.933 3.246 0.00 -1.25 -0.22
C 3.586 2.811 -0.049 2.75 0.79 -5.49
C -4.311 1.335 -1.157 0.34 -1.71 -0.29
H -4.680 -1.975 3.092 -0.29 0.18 0.11
C 7.133 -7.617 6.722 -0.11 0.06 0.09
C 0.942 -1.543 0.306 -0.58 4.67 0.83
C 3.736 -0.998 0.528 0.97 -1.24 -0.01
O -6.967 -3.326 -1.079 2.19 -1.71 1.28
Br -3.290 9.244 -6.411 -0.01 -0.11 0.40
C 5.001 0.349 -3.933 -0.02 -0.13 -0.08
O -6.164 1.254 -3.091 2.41 -0.72 1.72
Br 3.979 1.994 -4.073 0.07 -0.57 -0.46
C 4.240 -1.072 2.100 1.78 -0.35 0.05
Br 6.614 0.589 -2.880 -0.36 -0.04 -0.28
C -5.679 -3.594 -0.447 -0.75 1.35 4.32
Br -2.030 9.486 -3.462 -0.31 -0.21 -0.25
Br 2.763 -2.961 6.109 -0.01 -0.28 -0.23
O -0.049 -4.116 -0.429 2.76 3.63 -0.32
C 0.449 1.577 1.048 -1.58 -3.17 -0.68
H -3.814 -4.949 -0.519 -1.50 1.42 -0.80
C -5.706 4.926 0.490 1.03 -1.65 -1.18
H -4.947 -5.126 -1.968 0.63 1.57 1.22
Br 12.671 -0.771 -2.936 -0.39 0.20 -0.05
O -2.748 2.012 1.757 3.74 -1.05 -5.37
C -2.310 1.191 0.856 0.75 1.77 -0.52
C 10.903 -0.067 -3.320 -0.05 -0.10 -0.13
C 4.095 3.201 -1.212 -1.50 -2.42 6.82
C -0.773 0.628 0.796 3.01 -1.39 -0.03
N -5.301 5.962 -0.436 0.96 -5.36 -0.81
Br 7.517 -5.839 6.047 0.01 -0.40 0.13
H -5.822 2.658 1.206 0.81 1.26 -1.54
F 3.157 -0.994 3.039 2.75 -0.48 -2.30
C -0.530 -0.926 0.454 1.91 1.66 0.29
C -4.630 2.879 -0.890 -0.59 2.84 0.37
O -5.585 -3.236 0.779 0.02 -1.93 -5.48
Br 10.987 1.555 -4.383 -0.01 -0.32 0.27
H -6.310 5.276 1.423 1.27 -0.56 -1.94
C 2.758 -4.298 4.701 -0.01 0.05 -0.20
C -4.184 3.993 -1.941 -2.55 0.85 3.77
Br 9.859 0.183 -1.703 0.35 -0.02 -0.22
H -0.351 3.433 2.395 1.79 -0.75 -1.62
Br 6.579 -8.822 5.305 0.13 0.27 0.27
C -4.589 5.477 -1.600 -0.15 -2.10 1.06
H 4.870 3.373 -2.058 -2.08 -0.07 2.09
C -3.519 -3.343 -2.083 -0.04 0.72 -0.53
H -3.631 3.774 -2.926 -0.92 0.20 1.87
C -1.902 -1.737 0.284 -2.49 -2.25 0.39
H 1.083 5.058 0.678 -2.18 -1.29 -0.49
O 1.989 -4.064 0.899 -1.51 3.82 -3.85
C -5.147 0.623 -2.314 1.75 -2.19 1.06
F 2.009 -3.274 -1.671 -1.33 0.51 2.88
Br 8.618 -8.337 7.744 -0.28 0.14 -0.25
C -3.513 8.829 -4.528 -0.01 0.23 -0.10
H 3.290 -3.868 3.851 -0.16 -0.14 0.25
H -6.108 2.240 -3.046 0.24 -0.98 0.38
Br 3.918 -1.120 -3.273 0.19 0.33 -0.18
C -4.879 -0.925 -2.626 1.35 1.71 2.26
H 2.742 2.873 2.027 0.20 -1.80 -1.32
H -2.424 -3.637 -1.816 -1.95 0.87 -0.45
O -2.264 -2.793 0.880 2.29 4.30 -2.25
C 1.929 0.960 0.960 -2.42 -1.08 -0.41
H 4.035 1.587 1.765 -1.54 0.48 -0.89
C 2.199 -0.574 0.572 -3.28 2.10 -0.40
Br 0.960 -4.705 4.097 0.38 0.10 0.22
H -4.407 9.354 -4.189 0.27 -0.22 -0.10
C -5.430 3.378 0.397 1.42 2.58 -3.45
H 6.290 -7.522 7.408 0.27 -0.03 -0.22
Cl -5.907 -1.709 -3.960 1.72 1.14 2.10
C 0.137 3.120 1.385 1.58 0.89 -2.72
F 5.007 -2.307 2.281 -2.41 2.92 -0.09
H -4.273 6.285 -2.390 -0.95 -2.00 2.81
S 1.185 -3.309 -0.164 -0.36 -6.11 2.23
```
Forces are in eV/Å.

Results
- Net charge: 0
- E: -49617.85100 Eh
- LUMO: -2.27 eV
- E_HOMO: -8.748 eV



No. 2
Entry from OMol25: a molecular structure, C35H23BrIN8RuS (ωB97M-V/def2-TZVPD).

Structure (XYZ):
```
70
Properties=species:S:1:pos:R:3:forces:R:3
H -2.656 -1.982 0.777 -0.02 -0.01 0.00
C -1.899 2.307 -0.095 -0.06 -0.01 0.00
C 4.015 -0.107 -2.925 -0.01 0.00 0.11
C -0.268 -4.251 -0.233 0.08 0.01 0.00
S -5.926 4.796 -0.259 0.09 -0.07 0.01
H -2.570 -5.166 -2.517 -0.01 0.00 0.01
C -3.075 0.717 -4.512 0.00 0.03 -0.02
H 0.735 5.023 -0.588 0.01 0.00 0.00
C -1.738 -5.243 -1.830 0.02 0.06 0.02
C 1.705 -0.300 -3.610 -0.08 -0.02 0.17
C 1.304 -0.118 -2.271 0.22 -0.17 -0.20
C 3.650 0.039 -1.585 0.12 -0.06 -0.19
C 0.320 2.947 -0.289 0.02 0.02 -0.04
H -1.390 -7.323 -2.221 0.00 0.01 -0.01
N -4.341 5.045 -0.387 -0.06 -0.07 0.01
C -1.372 4.626 -0.448 0.02 -0.01 -0.01
H -1.785 2.238 -5.315 0.00 0.01 -0.01
C -3.241 -0.284 -3.554 0.01 -0.02 0.03
C -4.213 1.452 0.196 0.00 0.06 0.01
N 2.490 0.379 1.011 -0.39 -0.07 0.22
H -1.854 -3.195 -1.215 -0.09 0.16 0.00
C 1.606 0.747 4.551 0.05 -0.01 -0.10
C -2.838 1.223 0.147 0.02 0.06 0.01
H -0.394 0.598 5.338 0.01 0.02 0.01
N 0.368 0.311 2.093 0.07 0.27 0.13
C 2.312 0.017 -1.282 -0.19 0.06 0.32
H 4.391 0.156 -0.806 0.00 0.01 0.00
C -3.120 -1.019 0.605 -0.03 0.02 0.08
C 0.413 -5.448 -0.054 -0.14 -0.09 -0.21
C -1.075 -6.451 -1.665 -0.06 0.00 -0.05
N -2.300 -0.003 0.342 -0.12 -0.04 -0.01
C -5.061 0.372 0.456 0.02 0.00 -0.01
Ru -0.197 -0.019 0.116 0.26 -0.88 -0.34
C -0.011 -6.555 -0.788 0.10 0.07 0.10
C -1.337 -4.132 -1.104 0.07 -0.21 -0.02
H 5.063 -0.104 -3.194 0.00 0.01 0.01
C -1.891 1.446 -4.587 0.02 -0.02 0.02
H 0.503 -7.498 -0.660 0.01 0.00 0.01
N -0.583 1.981 -0.116 -0.13 0.09 0.09
H -1.693 5.652 -0.575 0.00 0.01 0.00
H -6.131 0.529 0.495 -0.01 0.00 0.01
C -0.850 1.156 -3.729 -0.05 0.00 -0.10
H -1.420 0.234 3.106 0.00 0.01 0.02
H 0.059 1.741 -3.757 0.01 0.01 0.02
I 0.330 -2.621 0.961 -0.02 0.14 0.06
C -4.504 -0.870 0.669 0.05 -0.03 0.00
H 0.973 -0.500 -4.378 -0.02 -0.03 -0.01
C 0.234 0.576 4.458 -0.06 -0.02 -0.04
C 1.720 0.461 2.197 0.28 -0.03 -0.44
H 3.367 -0.439 -4.941 -0.01 0.00 -0.01
N -5.935 3.207 -0.005 0.06 0.06 -0.02
Br 1.866 -5.639 1.116 0.03 0.00 0.06
H 2.078 0.921 5.508 0.00 -0.01 0.02
C -1.013 0.143 -2.762 0.16 0.20 0.14
H -3.879 0.934 -5.204 -0.01 0.00 0.00
C 3.052 -0.286 -3.918 0.04 -0.01 0.01
C -0.352 0.367 3.215 -0.01 0.09 0.05
H -2.327 -1.326 -1.921 -0.02 -0.12 0.06
C -2.229 -0.552 -2.661 -0.07 0.13 -0.12
H -5.119 -1.731 0.889 0.00 -0.01 0.00
H 1.360 2.651 -0.296 0.01 0.00 0.01
N 1.765 0.142 0.020 0.19 0.22 -0.20
C -2.328 3.624 -0.265 -0.07 -0.02 0.00
N -0.013 -0.124 -1.835 -0.16 0.23 0.22
C 2.372 0.686 3.391 -0.12 -0.01 0.17
C -3.758 3.864 -0.229 0.13 0.17 -0.04
C -4.669 2.813 -0.011 -0.17 -0.14 0.03
H 3.446 0.800 3.401 0.02 0.00 -0.02
H -4.162 -0.849 -3.516 -0.01 -0.01 -0.01
C -0.038 4.280 -0.455 0.00 -0.04 0.00
```
Forces are in eV/Å.

Results
- Net charge: +3
- ΔE to the lowest compared entry with this formula, charge and spin: 0.00 kcal per mole
- E: -5149.53981 Eh
- LUMO (spin up / spin down): -11.39 / -11.39 eV
- E_HOMO (spin up / spin down): -16.011 / -16.011 eV